1.
# C15H21FeN2O3

A molecular structure, C15H21FeN2O3 (wB97M-V/def2-TZVPD, OMol25).

Structure (XYZ):
```
42
Properties=species:S:1:pos:R:3:mulliken_spin:R:1
O 4.574 0.037 0.795 -0.10
C 4.000 1.038 0.924 0.35
Fe 2.952 2.428 1.388 1.66
C 4.025 3.624 2.087 0.03
O 4.924 3.926 2.766 0.04
C 2.600 1.580 2.841 0.14
O 2.435 0.936 3.806 -0.10
C -0.221 0.318 0.059 0.97
C -0.766 0.850 1.326 0.00
C -0.529 2.333 1.660 0.04
C 0.880 2.909 1.599 0.52
C 1.390 3.157 0.267 0.22
C 1.479 2.090 -0.662 0.45
C 0.920 0.773 -0.546 -0.29
H -0.430 -0.811 0.026 0.02
H -1.867 0.680 1.366 0.01
H -0.350 0.233 2.158 0.07
H -1.166 2.927 0.983 -0.03
H -0.911 2.468 2.684 -0.02
H 0.952 3.715 2.351 -0.02
H 1.633 4.184 -0.058 -0.08
H 2.073 2.312 -1.565 0.04
H 1.527 0.016 -1.048 0.06
N -1.498 -0.111 -2.790 0.01
C -1.343 -1.562 -2.940 0.00
C -0.927 -2.211 -1.622 0.01
C -1.387 -3.648 -1.405 0.00
C -1.944 -3.717 0.025 0.00
C -2.245 -2.291 0.464 0.00
N -1.539 -1.422 -0.498 0.00
H -0.657 0.301 -2.371 0.01
H -1.656 0.314 -3.701 0.00
H -2.337 -1.963 -3.208 0.00
H -0.615 -1.832 -3.736 0.00
H 0.167 -2.120 -1.537 0.00
H -2.184 -3.868 -2.127 0.00
H -0.560 -4.347 -1.573 0.00
H -2.859 -4.308 0.065 0.00
H -1.206 -4.177 0.688 0.00
H -3.311 -2.043 0.407 0.00
H -1.929 -2.085 1.489 0.00
H -2.097 -0.636 -0.842 0.00
```

The value obtained for the energy is -59398.1296 eV. Its expectation value of S² is 6.111. The charge is -1. As for the multiplicity: 5.

2.
# CH7O3

A molecular structure, CH7O3 (wB97M-V/def2-TZVPD, OMol25).

Structure (XYZ):
```
11
Properties=species:S:1:pos:R:3:mulliken_charge:R:1
C -0.489 -1.046 1.079 -0.58
O -0.033 -0.013 0.248 -0.78
H 0.114 -1.122 1.999 0.26
H -1.489 -0.756 1.415 0.18
H -0.475 -2.004 0.552 0.22
H 1.008 0.590 0.415 0.39
H 2.691 1.107 0.320 0.20
O 1.864 1.381 0.733 -0.88
H -1.674 0.574 -1.912 0.26
H -0.807 -0.320 -1.055 0.48
O -1.360 -0.331 -1.927 -0.74
```

The value obtained for the energy is -7293.3737 eV. The charge is -1.